Entry 1:
The following is a DFT calculation (wB97M-V/def2-TZVPD) of a molecular structure, C39H54N3O3P2PtS.

Last column: Mulliken charge in e.
Positions of all 103 atoms, in Å:
Pt -0.791785 -0.386501 -0.225830  3.873
C 2.425807 -2.903290 0.407133  -1.561
C 1.409895 -2.639175 1.526176  0.425
C 0.258008 -3.646952 1.448239  -1.370
P 0.791584 -0.923120 1.407091  0.406
C 2.219886 0.186152 1.629707  2.106
C 3.094159 -0.294637 2.789699  -1.329
C 1.769126 1.638624 1.802721  -1.458
C -0.253816 -0.707438 2.846723  -0.926
C -0.148142 -1.392341 4.051995  -0.228
C -1.051022 -1.169071 5.083073  0.543
C -0.945237 -1.914066 6.389067  -1.746
C -2.073515 -0.241784 4.865381  -1.182
C -2.183520 0.446795 3.668697  0.256
C -1.256871 0.218226 2.655673  -0.547
N -1.325237 0.835857 1.376162  0.805
C -1.522433 2.197177 1.245269  0.236
C -1.485507 3.098350 2.333133  -0.558
C -1.565389 4.456757 2.114962  -1.254
C -1.688209 4.990618 0.828087  0.379
C -1.700213 6.479049 0.594736  -1.791
C -1.746713 4.096892 -0.235184  0.005
C -1.670455 2.727564 -0.041008  -0.448
P -1.725089 1.514022 -1.356139  0.456
C -1.072418 2.265172 -2.909174  0.974
C 0.186241 3.119623 -2.693677  -1.742
C -2.090867 3.043001 -3.750941  -1.347
C -3.546539 1.234062 -1.686168  0.644
C -4.416699 2.415121 -1.252809  -1.610
C -4.066683 -0.047187 -1.041978  -1.726
H 2.823747 -3.914626 0.508515  0.650
H 3.270057 -2.205614 0.417750  0.061
H 1.940378 -2.823790 -0.569599  0.192
H 1.901380 -2.714006 2.498466  0.862
H -0.316582 -3.513188 0.533451  0.035
H -0.439650 -3.555070 2.281248  0.226
H 0.672223 -4.658520 1.459074  0.559
H 2.763945 0.122225 0.682786  -0.698
H 2.515729 -0.424825 3.709134  0.227
H 3.854270 0.464099 2.987420  0.497
H 3.609539 -1.229381 2.566331  0.342
H 1.174554 1.766562 2.712687  0.262
H 1.187296 1.979596 0.943730  -0.071
H 2.650231 2.278641 1.884881  0.684
H 0.643262 -2.120645 4.197743  0.269
H -0.206929 -2.713838 6.335370  0.381
H -1.905262 -2.351896 6.665757  0.379
H -0.653234 -1.238432 7.195639  0.338
H -2.807613 -0.069589 5.645763  0.437
H -3.008284 1.127562 3.497825  0.649
H -1.345629 2.726058 3.336209  0.536
H -1.511286 5.130207 2.963455  0.414
H -2.171472 7.008588 1.423077  0.413
H -2.224477 6.735447 -0.326103  0.384
H -0.677740 6.855666 0.506783  0.315
H -1.859252 4.496042 -1.236101  0.183
H -0.776656 1.375346 -3.471337  0.214
H -0.075905 4.133758 -2.389176  0.410
H 0.729901 3.179564 -3.637845  0.511
H 0.866192 2.703472 -1.956181  0.205
H -2.482761 3.920528 -3.232776  0.135
H -2.934417 2.442803 -4.085821  0.363
H -1.573787 3.399845 -4.644823  0.499
H -3.605043 1.126910 -2.768408  0.651
H -4.448559 2.494347 -0.163340  0.280
H -5.436980 2.255613 -1.609667  0.517
H -4.072844 3.372009 -1.648870  0.282
H -3.944427 -0.021885 0.042339  0.172
H -3.548744 -0.926343 -1.404336  -0.020
H -5.132601 -0.153317 -1.260224  0.680
C 6.904679 -3.193548 -1.831153  -1.531
C 5.644408 -2.381829 -1.980349  0.994
C 4.514822 -2.922548 -2.590305  -1.059
C 3.346068 -2.189905 -2.716004  -0.451
C 3.298546 -0.890800 -2.218464  0.108
C 4.419250 -0.326465 -1.617307  -0.504
C 5.581928 -1.073939 -1.510070  -0.936
S 1.821348 0.067826 -2.253278  2.059
O 1.577661 0.508422 -3.602607  -0.802
O 2.010768 1.042830 -1.214072  -0.795
N 0.636289 -0.928062 -1.769125  -1.439
C -0.186226 -1.645679 -2.661598  0.625
C 0.067301 -2.083699 -3.960674  -1.196
C -0.861019 -2.932176 -4.535091  -0.768
C -2.008928 -3.306322 -3.837207  -1.360
C -2.212868 -2.751201 -2.593878  -0.204
N -1.320356 -1.920450 -2.046989  0.059
H 6.961257 -3.978455 -2.584821  0.382
H 6.939032 -3.673281 -0.850331  0.283
H 7.791462 -2.565330 -1.920453  0.396
H 4.548335 -3.938628 -2.970596  0.386
H 2.484210 -2.637142 -3.191238  0.239
H 4.378105 0.692346 -1.254028  0.635
H 6.457901 -0.632219 -1.047172  0.402
H 0.938346 -1.745718 -4.502317  0.705
H -0.690603 -3.306060 -5.537539  0.469
H -2.730453 -3.990212 -4.259560  0.446
H -3.101588 -2.951618 -2.004776  0.560
C -2.908486 -1.876610 1.756989  -0.719
O -2.101591 -1.865039 0.613804  -0.482
H -2.360938 -1.859204 2.701618  0.160
H -3.451643 -2.827660 1.736680  0.440
H -3.657976 -1.075069 1.790253  0.182

Force components x, y, z for each atom (eV/Å):
Pt -0.73 -0.27 1.00
C 0.00 0.01 0.05
C -0.08 -0.13 -0.57
C 0.10 -0.05 0.08
P -0.35 -0.97 0.58
C 0.09 0.28 -0.43
C -0.01 -0.01 0.06
C -0.07 0.00 0.00
C 0.44 -0.04 0.30
C 0.07 -0.08 0.10
C 0.01 -0.10 0.06
C -0.04 0.10 -0.04
C 0.06 0.10 -0.07
C -0.07 0.06 0.17
C -0.10 0.77 -0.71
N -0.21 -0.87 0.29
C 0.20 0.50 -0.02
C 0.03 -0.38 -0.25
C -0.04 0.10 -0.29
C -0.05 -0.04 -0.06
C 0.08 -0.07 0.03
C -0.16 0.50 0.15
C 0.31 -0.29 0.34
P -0.97 0.24 -0.30
C 0.23 -0.08 -0.03
C -0.05 0.03 0.01
C -0.02 0.03 -0.03
C 0.04 -0.10 0.10
C 0.05 0.13 -0.09
C -0.10 0.10 0.06
H 0.00 0.02 0.00
H -0.09 -0.08 0.00
H 0.05 -0.05 0.18
H 0.04 0.03 0.03
H 0.04 -0.02 -0.06
H 0.04 0.03 0.00
H -0.02 0.06 0.02
H 0.08 -0.02 0.17
H 0.03 0.05 -0.05
H -0.03 -0.03 -0.02
H -0.03 0.03 0.01
H 0.04 -0.01 -0.07
H 0.06 -0.02 0.12
H -0.02 -0.05 0.00
H -0.06 0.01 -0.01
H -0.02 0.03 -0.01
H 0.02 -0.01 0.00
H 0.01 -0.02 -0.01
H 0.02 -0.01 -0.05
H 0.03 -0.01 0.05
H 0.00 0.04 0.03
H 0.00 -0.03 -0.01
H -0.02 -0.02 -0.04
H -0.02 -0.01 0.04
H -0.04 0.02 0.00
H 0.02 -0.03 0.04
H 0.06 -0.02 -0.14
H -0.01 -0.05 -0.02
H -0.04 0.00 0.02
H -0.08 0.07 0.00
H 0.06 -0.06 -0.01
H 0.02 0.01 0.00
H -0.02 -0.01 0.05
H -0.04 -0.09 -0.07
H 0.03 0.00 -0.06
H 0.04 -0.02 0.02
H -0.02 -0.06 0.03
H -0.04 0.08 -0.06
H 0.02 -0.04 -0.01
H 0.05 0.00 0.01
C -0.05 0.03 0.00
C 0.13 -0.06 -0.04
C -0.08 -0.07 -0.07
C 0.15 0.21 0.02
C 0.17 -0.31 0.09
C -0.03 -0.08 -0.11
C 0.02 0.05 0.06
S 0.52 -0.04 -0.63
O -0.03 -0.09 0.09
O -0.31 0.15 0.12
N -0.42 0.05 -0.45
C 0.86 0.48 0.21
C 0.05 -0.01 -0.19
C 0.09 0.07 -0.02
C 0.05 0.04 0.03
C -0.13 0.16 0.17
N -0.16 0.16 0.45
H -0.01 0.02 0.02
H -0.01 0.01 -0.01
H -0.04 -0.02 0.00
H 0.01 0.08 0.01
H -0.03 -0.02 0.05
H 0.00 -0.07 0.03
H -0.04 -0.01 -0.04
H 0.00 -0.05 0.02
H 0.00 0.02 0.04
H 0.00 0.01 0.01
H 0.06 -0.02 -0.03
C 0.07 0.32 -0.06
O 0.14 0.13 0.10
H 0.02 -0.22 -0.10
H 0.05 -0.13 -0.22
H 0.10 0.01 -0.10

Output
HOMO-LUMO gap (alpha / beta) = 5.05 / 5.14 eV
Relative energy (zero: lowest compared OMol25 entry of this formula, charge and spin) = 183.8 kJ/mol
Net charge = +1


Entry 2:
The following is a DFT calculation (wB97M-V/def2-TZVPD) of a single C6H10O molecule.

Last column: Mulliken charge in e.
Positions of all 17 atoms, in Å:
C 0.132266 2.875965 0.081440  -1.312
C -0.280543 1.453609 0.086598  0.727
C -1.683078 1.327444 -0.470885  -1.248
C 0.526068 0.392273 0.343263  -0.400
C 0.017034 -0.943496 0.082062  -0.139
C 0.872888 -1.998935 0.154766  -0.233
O 0.740198 -3.333061 -0.151875  -0.459
H -0.618365 3.377387 0.730215  0.287
H 0.097822 3.286301 -0.918721  0.348
H 1.156062 3.071313 0.442877  0.323
H -2.396594 1.674205 0.277759  0.287
H -1.682751 1.994828 -1.322412  0.347
H -1.949896 0.311029 -0.730237  0.335
H 1.527416 0.527656 0.722861  0.344
H -1.010444 -1.230460 0.343921  0.200
H 1.933475 -1.709455 0.172611  0.271
H -0.223870 -3.393148 0.022295  0.319

Force components x, y, z for each atom (eV/Å):
C 0.36 0.42 1.41
C 0.82 -1.25 -0.57
C 0.68 -0.20 0.69
C -1.88 1.38 -0.49
C 0.43 -2.93 2.26
C 2.16 1.64 -1.75
O -2.01 1.37 1.32
H 0.63 0.37 -0.45
H -0.30 0.16 -0.30
H -0.46 -0.20 0.15
H -0.14 0.20 -0.10
H -0.59 -0.02 -0.38
H -0.05 0.03 -0.30
H 0.21 0.01 -0.17
H -0.11 0.59 -0.88
H -0.22 -0.45 0.09
H 0.46 -1.12 -0.53

Output
HOMO-LUMO gap = 8.76 eV
SMILES = CC(C)=C/C=C/O
Relative energy (zero: lowest compared OMol25 entry of this formula, charge and spin) = 140.2 kJ/mol


Entry 3:
The following is a DFT calculation (wB97M-V/def2-TZVPD) of a molecular structure, C4H11NO4.

Last column: Mulliken charge in e.
Positions of all 20 atoms, in Å:
C 2.086062 -1.161862 0.784901  -0.318
N 1.269100 1.310526 -1.810967  -0.569
O 0.408138 1.139054 -0.745636  -0.254
O 2.296521 -0.056970 0.263100  -0.308
H 2.187028 1.526660 -1.421914  0.282
H 1.340167 0.411456 -2.300100  0.251
H 2.087779 -2.076662 0.170250  0.321
H 0.407610 -1.156294 0.917953  0.321
H 2.207915 -1.305799 1.873516  0.343
C -0.891527 0.137359 1.843688  -0.756
C -2.009352 0.448738 -1.009684  -1.371
C -0.654375 -0.189412 -0.922643  1.088
O -0.629028 -0.828845 0.813774  -0.417
O -0.239515 -1.068267 -1.624627  -0.610
H -1.963522 0.318311 1.869119  0.256
H -0.560950 -0.278433 2.795835  0.364
H -0.342417 1.055322 1.631354  0.336
H -2.051791 1.334735 -0.385417  0.364
H -2.763231 -0.272794 -0.691163  0.334
H -2.184613 0.713178 -2.051340  0.341

Force components x, y, z for each atom (eV/Å):
C 2.97 2.02 -1.31
N 0.29 0.04 -1.54
O -2.80 -1.49 1.44
O -0.48 -2.69 1.64
H -0.19 -0.45 0.10
H 0.16 0.12 0.21
H -0.53 0.07 -0.09
H -4.24 1.30 -0.52
H -0.50 0.17 0.10
C 0.43 0.02 0.20
C -0.05 -0.28 0.83
C 2.07 2.09 -2.98
O 3.01 -1.23 1.14
O -0.04 0.16 0.82
H 0.05 -0.06 -0.04
H -0.15 0.08 0.07
H -0.08 0.03 -0.01
H -0.07 0.09 -0.07
H -0.04 0.01 -0.07
H 0.18 0.02 0.07

Output
HOMO-LUMO gap (alpha / beta) = 6.80 / 6.80 eV
Relative energy (zero: lowest compared OMol25 entry of this formula, charge and spin) = 599.8 kJ/mol


Calculated total energy: -84585.725, -8429.787, -14000.922 (eV)